Entry 1:
# C12H24N2O5P

A gas-phase ion, C12H24N2O5P (charge +1) (the ωB97M-V functional and the def2-TZVPD basis, the Open Molecules 2025 dataset).

Structure (XYZ):
```
44
Properties=species:S:1:pos:R:3:nbo_charge:R:1
C 0.31531 0.52679 3.26891 -0.3224
C 1.00456 -0.01443 2.20558 -0.2231
C 0.27247 -0.83779 1.18464 -0.2609
C 0.95843 -1.49585 -0.04278 -0.2619
C 1.81562 -0.67931 -1.01787 -0.4261
C 3.05743 -0.09395 -0.32865 0.0805
O 2.79162 1.27503 -0.02649 -0.7285
C 4.31465 -0.18664 -1.21091 -0.2462
N 5.41809 0.63752 -0.68923 -0.8126
C -0.31698 -2.14457 -0.61543 0.2979
N -1.35586 -1.45578 -0.33687 -0.2623
C -2.68361 -1.98295 -0.73955 -0.6268
P -4.00970 -0.85041 -1.32914 2.3209
O -5.11850 -1.72045 -1.65489 -1.0676
O -3.60730 -0.05312 -2.65078 -0.9337
O -4.50894 0.17643 -0.20625 -0.9539
C -0.91220 -0.22961 0.39287 0.2736
O -1.83484 0.54319 1.04280 -0.5260
C -1.61178 1.95384 0.87643 -0.0811
C -2.56644 2.63464 -0.09509 -0.6220
H 0.44356 0.10472 4.26319 0.2199
H -0.38861 1.34140 3.14228 0.1992
H 2.07232 0.16343 2.18464 0.2241
H -0.13087 -1.71753 1.69827 0.2192
H 1.57672 -2.36250 0.21167 0.2481
H 1.30428 0.17073 -1.47518 0.2279
H 2.18951 -1.28518 -1.84470 0.2374
H 3.24885 -0.63169 0.60716 0.1640
H 3.21309 1.51343 0.80920 0.4796
H 4.13294 0.17876 -2.22131 0.2023
H 4.70832 -1.20518 -1.22742 0.1994
H 5.34284 0.77145 0.31123 0.3416
H 5.40431 1.55031 -1.12339 0.3677
H -0.34135 -3.07593 -1.16390 0.2425
H -2.55880 -2.73189 -1.51668 0.2807
H -3.11380 -2.51188 0.11362 0.2740
H -2.87889 0.57299 -2.50028 0.4975
H -4.33183 -0.17897 0.67897 0.5155
H -0.47724 0.37147 -0.41626 0.1888
H -0.57887 2.20457 0.61892 0.1937
H -1.78532 2.39720 1.85622 0.2060
H -2.25671 3.64704 -0.33923 0.2414
H -3.56235 2.62725 0.33964 0.2354
H -2.65415 2.08346 -1.03396 0.1763
```

Its net charge is +1. As for the SMILES: C=C[C@@H]1[C@H](C[C@H](O)CN)C=[N+](CP(=O)(O)O)[C@H]1OCC. The gap between HOMO and LUMO is 6.96 eV.

---

Entry 2:
# C12H24N4O12

6 unconnected molecules or ions with the total composition C12H24N4O12 (the ωB97M-V functional and the def2-TZVPD basis, the Open Molecules 2025 dataset).

Structure (XYZ):
```
52
Properties=species:S:1:pos:R:3:nbo_charge:R:1
C -0.72144 0.95915 -1.57661 -0.4805
N -1.15948 -0.43713 -1.94072 0.5130
O -0.31091 -1.09966 -2.53909 -0.3592
O -2.38776 -0.66709 -1.97132 -0.3827
H -0.83531 1.09982 -0.50173 0.2341
H -1.47888 1.54949 -2.09222 0.2372
H 0.31110 1.16522 -1.85856 0.2382
C 3.85462 0.46876 -8.14749 -0.4858
N 4.35281 -0.01869 -6.83314 0.5217
O 4.60981 0.81870 -5.98396 -0.3675
O 4.40123 -1.24830 -6.66625 -0.3744
H 2.96388 1.06908 -7.96229 0.2351
H 3.54655 -0.39484 -8.73689 0.2344
H 4.63315 1.05244 -8.63873 0.2366
C -6.81018 -0.18524 4.20857 -0.4798
N -5.38924 0.24682 4.26183 0.5185
O -4.79622 0.25617 5.36996 -0.4034
O -4.84343 0.63089 3.25383 -0.3557
H -7.27007 0.35948 5.03312 0.2418
H -6.75801 -1.24922 4.43952 0.2399
H -7.19852 0.01629 3.21023 0.2388
C -7.91750 2.50611 -3.69842 -0.4842
N -8.87717 1.38263 -3.59452 0.5261
O -9.20551 0.70538 -4.54602 -0.3522
O -9.26558 1.20249 -2.43579 -0.3983
H -7.58474 2.64102 -4.72758 0.2279
H -7.09295 2.16736 -3.07115 0.2397
H -8.40326 3.36294 -3.23153 0.2411
O 4.31473 4.05721 2.27372 -0.5681
C 5.52963 3.83078 2.24893 0.7898
O 6.28607 3.91882 3.42457 -0.4937
C 7.67048 3.60175 3.07524 -0.0712
C 7.71127 3.71725 1.52412 -0.4396
C 6.36943 3.38038 1.13329 -0.5554
H 7.98740 2.61805 3.42161 0.1804
H 8.26840 4.30785 3.65146 0.1980
H 8.41893 2.98027 1.14439 0.2224
H 8.09423 4.67437 1.17007 0.2255
H 6.08315 2.36444 0.86130 0.2567
H 5.94652 3.94760 0.30412 0.2552
O -1.91560 -7.27438 3.41435 -0.5605
C -1.13201 -6.32544 3.30830 0.7970
O -0.04206 -6.15069 4.14006 -0.5086
C 0.87598 -5.12504 3.71767 -0.0631
C 0.00255 -4.26472 2.87139 -0.4352
C -1.08024 -5.15322 2.29740 -0.5381
H 1.67264 -5.58859 3.13580 0.1819
H 1.16582 -4.49487 4.55849 0.2044
H 0.79760 -3.82627 2.26827 0.2191
H -0.47084 -3.45646 3.42878 0.2119
H -0.85718 -5.41355 1.26271 0.2467
H -2.06389 -4.68565 2.34093 0.2446
```

As for the SMILES: C[N+](=O)[O-].C[N+](=O)[O-].C[N+](=O)[O-].C[N+](=O)[O-].O=C1CCCO1.O=C1CCCO1. The calculation puts the energy above the lowest of the compared OMol25 structures with the same formula, charge and spin at 159.23 kJ/mol. The gap between HOMO and LUMO is 9.99 eV.

---

Entry 3:
# C12H24N6P2S2

A single C12H24N6P2S2 molecule (the ωB97M-V functional and the def2-TZVPD basis, the Open Molecules 2025 dataset).

Structure (XYZ):
```
46
Properties=species:S:1:pos:R:3:nbo_charge:R:1
S 0.16644 4.27485 -1.04328 -0.7557
S -0.92068 -3.51577 -1.01772 -0.6202
N -2.22451 3.96968 0.56654 -0.7839
N 0.11196 4.25021 2.06366 -0.7693
N 1.53144 -2.61002 0.52253 -0.7659
N -0.64055 -3.41167 1.91493 -0.7324
N -0.07198 1.92249 0.64315 -0.7626
N -0.57888 -0.87683 0.58879 -0.7918
C -2.67860 4.65775 -0.67586 -0.2381
C -2.45006 5.40959 0.64300 -0.2136
C 0.98591 5.39316 1.92116 -0.2232
C 1.55917 3.98271 2.03442 -0.2777
C 2.10285 -3.82445 -0.03217 -0.2798
C 2.19772 -2.47092 -0.72265 -0.2662
C -1.91031 -4.04393 1.90341 -0.2433
C -0.63535 -4.88091 1.98698 -0.2510
C -0.50045 1.24857 1.97790 -0.2484
C -0.19195 -0.26825 1.89253 -0.2316
C -0.74120 1.34110 -0.58225 -0.2499
C -0.23099 -0.10591 -0.67047 -0.2356
P -0.58374 3.53684 0.68631 1.9037
P -0.19457 -2.54470 0.45779 1.8382
H -3.58076 4.43539 -1.11182 0.2059
H -2.08222 5.23531 -1.42955 0.2506
H -1.61120 5.92440 0.86218 0.1941
H -3.33682 5.72537 1.26424 0.1950
H 1.21108 5.98957 2.74426 0.1928
H 0.86565 6.03212 1.02127 0.2315
H 2.00775 3.92732 2.98395 0.2018
H 2.25378 3.73567 1.15127 0.2572
H 1.35849 -4.63294 -0.28249 0.2261
H 3.14497 -4.13225 0.00387 0.2157
H 1.56303 -2.41098 -1.61754 0.2137
H 3.30969 -2.08257 -0.93418 0.2145
H -2.52159 -4.31470 1.02293 0.2224
H -2.50211 -3.90528 2.80134 0.1938
H -0.68734 -5.54487 1.11990 0.2081
H -0.34696 -5.45242 2.82842 0.2083
H -1.55272 1.38372 2.20317 0.1931
H 0.01546 1.73111 2.94021 0.2380
H 0.84818 -0.37552 2.06863 0.1999
H -0.79093 -0.73110 2.72230 0.2276
H -0.37652 1.77094 -1.48791 0.2624
H -1.78264 1.35301 -0.48582 0.1968
H -0.69921 -0.45343 -1.67968 0.2431
H 0.82032 -0.21656 -1.00350 0.2059
```

As for the SMILES: S=P(N1CC1)(N1CC1)N1CCN(P(=S)(N2CC2)N2CC2)CC1. The calculation puts the energy above the lowest of the compared OMol25 structures with the same formula, charge and spin at 161.66 kJ/mol. The gap between HOMO and LUMO is 8.53 eV.

---

Entry 4:
# C12H24N8O2STc

A molecular structure, C12H24N8O2STc (the ωB97M-V functional and the def2-TZVPD basis, the Open Molecules 2025 dataset).

Structure (XYZ):
```
48
Properties=species:S:1:pos:R:3:nbo_charge:R:1
Tc 0.68639 -0.18624 -0.32531 1.0380
N -0.60937 1.61134 0.06675 -0.6060
N -1.85550 1.42985 -0.60277 -0.4016
C -2.06036 0.35231 -1.37577 0.6544
N -3.08645 0.22085 -2.16484 -0.6727
N -1.07628 -0.59165 -1.20737 -0.5048
N -0.64451 -1.47239 -2.17459 0.6409
O 0.58132 -1.70728 -1.94531 -0.4136
O -1.30563 -1.90997 -3.04088 -0.1732
H -0.80751 1.78613 1.05580 0.4382
H -0.17221 2.46459 -0.29472 0.4392
H -2.53880 2.17793 -0.52643 0.4603
H -3.76894 0.96134 -2.30302 0.4706
H -3.25848 -0.64473 -2.66734 0.4739
C 2.23439 0.41505 -3.85725 -0.4254
N 3.47547 0.23516 -3.10005 -0.3675
C 4.49167 -0.57229 -3.79771 -0.4228
C 3.68995 0.77245 -1.91367 0.4391
S 2.28265 1.21663 -0.81011 0.0851
N 4.86644 1.13808 -1.46043 -0.3363
C 5.98507 1.50904 -2.34749 -0.4251
C 5.13978 1.37522 -0.03646 -0.4318
H 2.49488 0.61809 -4.89560 0.2697
H 1.66693 1.26875 -3.49565 0.2144
H 1.63905 -0.49599 -3.84280 0.2124
H 3.98487 -1.42623 -4.24587 0.2458
H 5.24370 -0.93729 -3.10594 0.2349
H 4.96836 -0.01060 -4.60001 0.2488
H 5.63122 1.74470 -3.34486 0.2366
H 6.73916 0.72402 -2.38830 0.2475
H 6.45082 2.39956 -1.92790 0.2607
H 4.48087 0.79356 0.60205 0.2098
H 5.05360 2.43722 0.19814 0.2494
H 6.16274 1.06795 0.17400 0.2665
N 0.09107 -1.92689 1.29252 -0.8394
C 1.03288 -2.76236 1.95051 0.3361
C 1.46707 -2.41573 3.26562 -0.2202
C 2.27918 -3.27034 3.94528 -0.1295
C 2.69716 -4.48152 3.32531 0.1008
C 2.29055 -4.80395 1.99301 -0.1117
C 1.47725 -3.94970 1.31168 -0.2402
H -0.47644 -1.44205 1.98862 0.4351
H -0.53809 -2.49946 0.72805 0.4346
H 1.11170 -1.50476 3.73415 0.2595
H 2.59163 -3.05003 4.95852 0.2914
H 3.32633 -5.17777 3.86988 0.2790
H 2.62004 -5.73417 1.54710 0.2887
H 1.13949 -4.19659 0.31130 0.2601
```

Its net charge is +4. Its spin multiplicity is 4. The calculation puts the energy above the lowest of the compared OMol25 structures with the same formula, charge and spin at 0.00 kJ/mol. The gap between HOMO and LUMO (spin up / spin down) is 6.48 / 5.04 eV.

---

Entry 5:
# C12H24O11P2S

3 unconnected molecules or ions with the total composition C12H24O11P2S (the ωB97M-V functional and the def2-TZVPD basis, the Open Molecules 2025 dataset).

Structure (XYZ):
```
50
Properties=species:S:1:pos:R:3:nbo_charge:R:1
O 2.14365 -2.74512 1.56219 -1.0558
P 1.33720 -1.66690 2.11818 2.3205
O 2.09812 -0.29928 2.46313 -0.9961
O 0.58992 -2.06793 3.47568 -0.9908
C 0.01232 -1.11484 0.98855 -0.4703
O 0.01851 0.27848 0.68412 -0.8120
P -0.72581 1.35504 1.58091 2.5808
O -0.09325 2.66123 1.64159 -1.0834
O -0.82938 0.62079 3.02609 -1.0310
O -2.18757 1.37549 1.03257 -0.8194
C -2.99070 0.25256 0.62995 -0.0716
C -3.45976 -0.59026 1.80039 -0.4442
C -4.60232 -1.53838 1.42037 -0.5152
S -4.49560 -2.30311 -0.22606 -0.0388
H 2.38959 -0.24161 3.38239 0.5135
H 0.05996 -1.35059 3.85060 0.5115
H -0.94956 -1.44003 1.39391 0.2139
H 0.16777 -1.66172 0.05770 0.2511
H -0.38448 1.20413 3.66057 0.5209
H -3.85308 0.69669 0.13012 0.2052
H -2.44439 -0.31618 -0.12518 0.2072
H -2.64431 -1.16593 2.24940 0.1980
H -3.80939 0.09503 2.57914 0.2261
H -5.55617 -1.00668 1.42577 0.2229
H -4.68299 -2.33101 2.16400 0.2234
H -3.30382 -2.89143 -0.04075 0.1329
O 3.83087 5.56332 0.61549 -0.5656
C 3.75980 4.41287 0.29947 0.7892
O 4.87231 3.67140 0.04577 -0.4985
C 4.50348 2.35822 -0.40249 -0.0700
C 3.09122 2.13347 0.12733 -0.4274
C 2.52799 3.55068 0.11031 -0.5379
H 4.54005 2.34731 -1.49518 0.1702
H 5.23946 1.65510 -0.01929 0.1948
H 2.52532 1.41819 -0.46619 0.2186
H 3.13453 1.75777 1.14935 0.2166
H 2.08368 3.80966 -0.85387 0.2298
H 1.79253 3.75266 0.88331 0.2753
O -0.92226 -3.36013 -1.65707 -0.5745
C -0.72944 -2.55765 -2.52320 0.7945
O -1.42250 -1.39509 -2.58729 -0.4985
C -1.05185 -0.65425 -3.76553 -0.0703
C 0.33125 -1.17471 -4.14416 -0.4298
C 0.26240 -2.62322 -3.66684 -0.5318
H -1.79563 -0.85557 -4.53918 0.1817
H -1.07731 0.40273 -3.51335 0.2023
H 0.54705 -1.05989 -5.20383 0.2267
H 1.09346 -0.63535 -3.58001 0.2132
H -0.14703 -3.29530 -4.42379 0.2410
H 1.20622 -3.03063 -3.31506 0.2510
```

As for the SMILES: O=P(O)(O)CO[P@](=O)(O)OCCCS.O=C1CCCO1.O=C1CCCO1. The gap between HOMO and LUMO is 9.24 eV.

---

E_tot per entry: -1298.36600 -1593.10848 -2279.04529 -1537.43535 -2380.42664 hartree
Max |F| per entry: 0.0510 0.0910 0.1088 0.0108 0.0115 Eh/bohr